Record 1
ORCA calculation (wB97M-V/def2-TZVPD) on C46H73N4O2P2S4ScSi as an isolated structure.

As for the total charge: 0. For the HOMO energy, the calculation gives -6.53 eV. The calculated total energy comes out at -5492.020184 Ha. The spin multiplicity is 1. For the HOMO-LUMO gap, the calculation gives 6.5 eV.

Atoms and positions in Å:
Sc1 -1.532 0.038 -0.624
C1 -1.086 -3.937 -0.561
Si1 -0.188 -2.274 -0.383
C2 0.458 -2.510 1.390
C3 1.289 -3.612 1.637
C4 1.738 -3.923 2.905
C5 1.343 -3.134 3.980
C6 0.509 -2.050 3.767
C7 0.061 -1.717 2.476
P1 -1.067 -0.292 2.170
C8 -2.603 -0.750 3.100
C9 -2.543 -0.716 4.631
C10 -3.864 -1.179 5.253
C11 -5.045 -0.356 4.750
C12 -5.116 -0.406 3.228
C13 -3.803 0.078 2.608
C14 -0.323 1.204 2.931
C15 -1.320 2.376 2.973
C16 -0.548 3.708 3.037
C17 0.797 3.561 3.770
C18 0.696 2.503 4.864
C19 0.413 1.103 4.278
C20 1.353 -2.432 -1.516
C21 1.617 -3.633 -2.195
C22 2.695 -3.769 -3.063
C23 3.550 -2.696 -3.267
C24 3.314 -1.495 -2.612
C25 2.223 -1.336 -1.754
P2 1.875 0.221 -0.826
C26 3.276 0.247 0.397
C27 3.206 1.540 1.247
C28 4.026 1.426 2.548
C29 5.214 0.487 2.351
C30 4.722 -0.945 2.069
C31 3.369 -0.954 1.333
C32 2.346 1.721 -1.819
C33 3.822 2.010 -2.164
C34 3.947 3.263 -3.071
C35 2.740 4.188 -2.936
C36 1.459 3.467 -3.390
C37 1.510 1.962 -3.081
H1 -0.464 -4.773 -0.226
H2 -1.410 -4.148 -1.585
H3 -1.980 -3.918 0.074
H4 1.611 -4.229 0.800
H5 2.394 -4.773 3.061
H6 1.678 -3.365 4.983
H7 0.217 -1.459 4.618
H8 -2.754 -1.792 2.789
H9 -2.328 0.305 4.964
H10 -1.739 -1.353 4.998
H11 -3.797 -1.127 6.342
H12 -4.025 -2.233 4.996
H13 -4.918 0.688 5.063
H14 -5.977 -0.709 5.197
H15 -5.949 0.199 2.859
H16 -5.303 -1.446 2.925
H17 -3.656 1.130 2.877
H18 -3.848 0.077 1.522
H19 0.405 1.464 2.159
H20 -1.955 2.264 3.857
H21 -1.976 2.379 2.102
H22 -1.165 4.459 3.537
H23 -0.376 4.065 2.021
H24 1.102 4.520 4.192
H25 1.585 3.274 3.062
H26 -0.110 2.785 5.551
H27 1.609 2.467 5.461
H28 -0.175 0.537 5.001
H29 1.352 0.564 4.139
H30 0.967 -4.489 -2.034
H31 2.870 -4.710 -3.570
H32 4.399 -2.789 -3.936
H33 3.997 -0.676 -2.779
H34 4.186 0.252 -0.213
H35 2.159 1.747 1.493
H36 3.557 2.396 0.666
H37 3.395 1.036 3.356
H38 4.358 2.416 2.867
H39 5.871 0.499 3.223
H40 5.813 0.851 1.509
H41 4.614 -1.490 3.011
H42 5.468 -1.483 1.479
H43 2.554 -0.905 2.059
H44 3.248 -1.890 0.791
H45 2.030 2.478 -1.092
H46 4.265 1.170 -2.693
H47 4.411 2.157 -1.257
H48 4.029 2.951 -4.118
H49 4.872 3.794 -2.838
H50 2.891 5.099 -3.518
H51 2.641 4.507 -1.893
H52 0.589 3.901 -2.889
H53 1.314 3.615 -4.464
H54 0.503 1.574 -2.972
H55 1.972 1.408 -3.909
O1 -3.755 6.842 -0.678
C38 -3.389 5.694 -0.680
S1 -4.451 4.312 -0.991
C39 -3.233 3.062 -0.821
C40 -1.989 3.462 -0.534
S2 -0.604 2.403 -0.328
S3 -1.717 5.187 -0.372
S4 -3.728 1.399 -1.060
C41 -3.575 -3.077 -3.203
N1 -4.299 -3.156 -1.947
C42 -4.072 -2.294 -0.936
N2 -4.863 -2.392 0.162
O2 -3.175 -1.442 -1.003
H56 -3.313 -4.077 -3.546
H57 -4.158 -2.577 -3.975
H58 -2.657 -2.523 -3.038
H59 -5.077 -3.786 -1.876
H60 -5.692 -2.957 0.161
H61 -4.824 -1.625 0.810
C43 0.960 -1.296 -5.552
C44 -0.407 -0.781 -5.126
C45 -0.696 0.558 -5.795
C46 -1.481 -1.803 -5.502
N3 -0.305 -0.576 -3.670
N4 -1.461 -0.038 -3.040
H62 0.964 -1.521 -6.621
H63 1.218 -2.209 -5.006
H64 1.731 -0.551 -5.343
H65 -0.538 0.477 -6.872
H66 -0.024 1.328 -5.406
H67 -1.728 0.884 -5.639
H68 -1.499 -1.964 -6.583
H69 -2.480 -1.464 -5.214
H70 -1.278 -2.764 -5.018
H71 -0.079 -1.441 -3.192
H72 -2.319 -0.497 -3.337
H73 -1.559 0.942 -3.279

Results of the Löwdin charge analysis, in e, for atoms 1 through 99: 0.372 -0.224 0.569 -0.315 -0.113 -0.075 -0.075 -0.102 -0.347 1.073 -0.412 -0.197 -0.194 -0.203 -0.201 -0.227 -0.444 -0.219 -0.181 -0.188 -0.181 -0.189 -0.323 -0.108 -0.095 -0.091 -0.081 -0.364 1.084 -0.424 -0.194 -0.187 -0.197 -0.175 -0.196 -0.464 -0.186 -0.184 -0.197 -0.183 -0.237 0.024 0.014 0.026 0.103 0.105 0.103 0.072 0.120 0.106 0.092 0.110 0.117 0.119 0.109 0.117 0.102 0.109 0.038 0.046 0.108 0.073 0.114 0.058 0.110 0.096 0.113 0.107 0.084 0.090 0.087 0.102 0.104 0.081 0.107 0.070 0.103 0.097 0.110 0.106 0.111 0.106 0.108 0.097 0.100 0.056 0.082 0.093 0.110 0.105 0.107 0.112 0.096 0.106 0.044 0.106 -0.073 -1.022 0.949



Record 2
ORCA calculation (wB97M-V/def2-TZVPD) on a 2-piece molecular cluster, C5H12O3 overall in a non-equilibrium geometry.

As for the SMILES: O=CCCCCO.O. As for the total charge: 0. For the HOMO energy, the calculation gives -9.80 eV. The calculation puts the energy above the lowest of the compared OMol25 structures with the same formula, charge and spin at 36.33 kcal per mole. The calculated total energy comes out at -423.395947 Ha. The spin multiplicity is 1. For the HOMO-LUMO gap, the calculation gives 10.3 eV.

Atoms and positions in Å:
O1 0.856 -3.433 0.219
C1 1.366 -2.441 -0.229
C2 1.157 -1.085 0.445
C3 0.819 0.023 -0.576
C4 -0.594 -0.156 -1.174
C5 -1.795 0.076 -0.304
O2 -1.767 1.321 0.384
H1 1.889 -2.442 -1.219
H2 0.201 -1.298 0.941
H3 1.932 -0.750 1.142
H4 0.942 0.988 -0.079
H5 1.510 -0.084 -1.417
H6 -0.627 -1.219 -1.522
H7 -0.630 0.356 -2.136
H8 -2.744 -0.004 -0.833
H9 -1.762 -0.666 0.524
H10 -0.993 1.416 0.959
H11 0.216 3.116 2.400
H12 -0.193 3.488 0.968
O3 0.215 2.795 1.507

Charge distribution, Löwdin scheme, values in e: 0.052 -0.272 -0.151 -0.199 -0.196 -0.260 -0.094 0.129 0.102 0.122 0.088 0.105 0.121 0.109 0.120 0.115 0.034 0.046 0.070 -0.040



Record 3
ORCA calculation (wB97M-V/def2-TZVPD) on one molecule with the formula C3H6N4S in a non-equilibrium geometry.

As for the SMILES: [H]/N=C(\NC=S)N/C=N/[H]. As for the total charge: 0. For the HOMO energy, the calculation gives -9.04 eV. The calculation puts the energy above the lowest of the compared OMol25 structures with the same formula, charge and spin at 55.46 kcal per mole. The calculated total energy comes out at -735.057415 Ha. The spin multiplicity is 1. For the HOMO-LUMO gap, the calculation gives 8.9 eV.

Atoms and positions in Å:
C1 2.228 0.424 -0.051
C2 -0.264 0.435 -0.121
C3 -2.688 -0.818 0.079
H1 4.141 0.279 0.077
H2 2.016 1.436 -0.215
H3 1.135 -1.311 0.387
H4 -1.488 1.871 0.065
H5 -0.822 -1.531 -0.243
H6 -2.995 -1.840 0.147
N1 3.290 -0.224 0.199
N2 0.960 -0.195 -0.183
N3 -0.445 1.674 0.013
N4 -1.308 -0.627 -0.200
S1 -3.761 0.426 0.047

Charge distribution, Löwdin scheme, values in e: -0.295 -0.482 -0.655 0.032 0.093 0.263 0.032 0.101 0.046 0.091 0.018 0.145 -0.010 0.621